[1]
C8H9IO3 | ωB97M-V/def2-TZVPD

XYZ file:
```
21
Properties=species:S:1:pos:R:3:forces:R:3:mulliken_charge:R:1
C 2.14783 -1.19190 -0.04555 -0.029 0.271 -0.182 -1.599
C 1.19345 -0.00469 -0.17256 0.319 -0.006 0.273 0.842
C 1.97520 1.29608 0.03332 -0.291 -0.028 -0.520 -1.745
C 0.03267 -0.10796 0.84773 0.020 0.383 0.123 -0.954
C -1.32268 -0.01326 0.24627 -0.203 -0.152 -0.338 0.826
C -1.91177 -0.67347 -0.75270 0.311 -0.283 -0.195 -0.501
I -1.24704 -2.24276 -1.92148 -0.035 0.187 0.219 0.189
C -3.28399 -0.14725 -0.95907 -0.006 0.176 0.278 0.612
O -4.17972 -0.57129 -1.60359 -0.025 0.105 -0.284 -0.481
O -3.40658 0.97711 -0.14767 -0.387 -0.249 0.235 -0.289
C -2.36486 0.94549 0.74935 0.320 -0.011 0.269 0.036
O -2.36746 1.53805 1.78112 0.028 0.184 -0.329 -0.501
H 2.91786 -1.12068 -0.81437 0.040 -0.114 -0.013 0.419
H 2.65000 -1.15458 0.92240 -0.027 -0.105 0.074 0.376
H 1.63224 -2.14479 -0.14837 -0.001 -0.060 -0.003 0.345
H 0.80350 0.03638 -1.19055 -0.173 -0.182 0.003 0.329
H 2.50072 1.30415 0.98593 0.032 0.034 0.077 0.393
H 1.31156 2.16019 -0.02884 -0.010 0.039 0.164 0.401
H 2.68932 1.40520 -0.78405 0.203 0.021 0.141 0.449
H 0.12110 0.72330 1.54941 -0.065 -0.069 0.126 0.432
H 0.10864 -1.01332 1.45328 -0.020 -0.142 -0.118 0.422
```
Positions in Å, forces in eV/Å.

Frontier orbital gap ... 9.0667 eV
SMILES ... CC(C)CC1=C(I)C(=O)OC1=O

=====

[2]
C3H4N3 | ωB97M-V/def2-TZVPD

XYZ file:
```
10
Properties=species:S:1:pos:R:3:forces:R:3:mulliken_charge:R:1
C 0.95828 0.76604 0.15767 0.308 -0.825 -1.487 -0.373
C -0.42434 0.90977 0.02716 1.398 3.540 1.101 0.057
C 1.35859 -0.64643 -0.05362 3.471 3.158 -2.308 0.274
N 0.78303 -1.68292 0.14502 -1.689 -2.517 1.067 -0.403
N -2.17247 -0.70937 -0.15866 0.787 0.108 -1.300 -0.378
N -1.30311 -0.00284 0.19610 -0.715 -1.835 0.063 0.455
H 1.78051 1.55183 -0.06792 -2.065 -1.089 0.780 0.351
H -0.82720 1.91112 0.07846 -0.323 0.324 0.029 0.367
H 2.24918 -0.61490 -0.77906 -0.427 -0.635 0.971 0.304
H -2.40245 -1.48230 0.45486 -0.745 -0.228 1.083 0.348
```
Positions in Å, forces in eV/Å.

<S²> ... 2.066
Energy relative to the best compared isomer or geometry (same formula, charge and spin) ... 1.955 eV
Charge ... +1
Multiplicity ... 3
Frontier orbital gap (alpha / beta) ... 7.6929 / 8.8109 eV

=====

[3]
C23H23N5O4RuS6Sb | ωB97M-V/def2-TZVPD

XYZ file:
```
63
Properties=species:S:1:pos:R:3:forces:R:3:mulliken_charge:R:1
Ru -0.61127 0.02936 -0.73327 -0.285 -0.548 -0.917 0.507
S 0.70558 0.65707 4.79344 0.515 0.476 -0.418 -0.495
Sb 2.51332 0.54658 3.31297 0.445 -0.253 0.431 0.555
S 0.10677 -0.19547 1.47863 -0.656 -0.036 -0.337 -0.001
S 1.74728 0.53654 0.63368 0.527 0.060 0.477 -0.180
S 3.02618 2.79374 3.60172 -0.214 -0.241 0.265 -0.423
S -1.39572 0.07047 -2.92507 0.141 0.431 0.428 -0.525
C -1.45399 1.81831 -3.05190 0.101 -1.691 0.224 0.561
N -2.09782 2.30733 -4.08196 -0.455 0.069 -0.693 -0.785
N -1.96464 3.59258 -4.44949 -0.858 0.214 0.453 0.131
C -0.79959 4.26208 -4.74422 0.782 0.327 -0.188 0.742
C 0.46163 3.67126 -4.61352 -0.292 -0.131 0.039 -0.144
C 1.58333 4.33684 -5.05942 -0.012 0.182 -0.066 -0.773
C 1.48213 5.60120 -5.61962 0.168 0.068 -0.024 -0.505
C 0.23850 6.20499 -5.72516 0.106 0.003 -0.005 -0.438
C -0.89449 5.54739 -5.29544 -0.100 -0.283 0.195 -0.566
N -0.96250 2.55956 -2.06304 0.221 1.401 0.764 -0.545
N -0.70810 1.94643 -0.93578 -0.435 -0.264 -1.146 0.089
C -0.35898 2.81896 0.10419 0.209 1.172 0.889 0.107
C -0.95596 2.65955 1.35533 -0.081 -0.066 -0.474 -0.338
C -0.54012 3.43192 2.41956 0.053 0.102 0.100 -0.581
C 0.46129 4.37431 2.24796 -0.116 0.035 -0.068 -0.624
C 1.00480 4.58350 0.99075 -0.035 0.093 0.045 -0.552
C 0.58921 3.82635 -0.08806 -0.164 -0.383 -0.089 -0.276
H -2.80084 3.94537 -4.90214 0.353 -0.249 -0.034 0.251
H 0.55807 2.67999 -4.19900 0.004 -0.027 0.029 0.519
H 2.54563 3.85442 -4.97626 0.099 -0.026 0.020 0.377
H 2.36712 6.10825 -5.97151 0.082 0.083 -0.021 0.371
H 0.15116 7.19418 -6.15123 -0.014 0.070 -0.032 0.357
H -1.86669 6.01409 -5.38425 -0.077 0.031 -0.025 0.321
H -1.74401 1.92629 1.47048 0.086 0.005 0.017 0.566
H -0.97023 3.26844 3.39461 -0.054 -0.008 0.115 0.384
H 0.82678 4.93326 3.09427 0.005 0.076 0.081 0.521
H 1.77662 5.32807 0.86500 0.084 0.048 -0.076 0.348
H 1.01598 3.96428 -1.07193 0.025 -0.014 -0.033 0.493
C -0.21880 -3.32366 5.93848 -0.014 0.061 0.029 -1.320
C 0.18051 -3.89842 4.61893 0.051 -0.141 -0.045 0.615
C 0.40098 -5.26219 4.46503 0.060 0.081 -0.031 -0.796
C 0.74633 -5.78857 3.23056 -0.022 -0.183 0.018 -0.675
C 0.88734 -4.94256 2.14995 0.113 -0.358 -0.449 -0.115
C 0.68813 -3.58069 2.28818 0.058 0.134 -0.114 0.198
C 0.32629 -3.06148 3.51644 0.046 -0.165 -0.073 -0.221
S 1.29423 -5.67594 0.56056 0.221 -0.047 -0.427 1.391
O 2.68488 -5.48545 0.27114 -0.029 0.446 0.052 -0.716
O 0.79928 -7.02617 0.56434 -0.299 0.150 0.240 -0.724
N 0.41110 -4.83968 -0.56275 0.754 -0.376 0.636 -0.359
C -1.00896 -4.87013 -0.28805 -0.781 -0.243 0.057 -0.416
C -1.74979 -3.81894 -1.11036 0.282 0.127 0.142 -1.180
C -1.27205 -2.40947 -0.77935 -1.005 -1.238 0.171 1.362
O -2.09682 -1.58076 -0.33474 -0.046 0.196 0.050 -0.748
O -0.06894 -2.09467 -0.95114 0.535 0.264 -0.280 -0.921
H -0.22636 -4.08489 6.71284 -0.016 -0.051 0.122 0.375
H -1.21079 -2.88449 5.86702 -0.142 0.063 0.070 0.290
H 0.46219 -2.52652 6.22483 0.067 0.114 0.088 0.306
H 0.29656 -5.91655 5.31981 -0.018 -0.062 0.046 0.307
H 0.89605 -6.84794 3.08240 -0.036 -0.085 0.078 0.441
H 0.79595 -2.92518 1.43750 0.005 0.142 -0.134 0.427
H 0.14689 -2.00087 3.61855 0.018 0.108 0.048 0.213
H 0.75475 -3.89839 -0.72834 0.222 0.135 0.012 0.375
H -1.21244 -4.70400 0.78214 -0.079 -0.009 -0.196 0.345
H -1.35552 -5.87734 -0.53853 -0.167 0.192 0.058 0.404
H -2.82022 -3.86558 -0.90560 0.121 -0.049 -0.058 0.376
H -1.56719 -4.00698 -2.17020 -0.051 0.067 -0.036 0.319
```
Positions in Å, forces in eV/Å.

<S²> ... 6.229
Energy relative to the best compared isomer or geometry (same formula, charge and spin) ... 1.135 eV
Charge ... -1
Multiplicity ... 5
Frontier orbital gap (alpha / beta) ... 6.0552 / 5.2463 eV

=====

[4]
C5H11O2 | ωB97M-V/def2-TZVPD

XYZ file:
```
18
Properties=species:S:1:pos:R:3:forces:R:3:mulliken_charge:R:1
H -1.10536 -0.68946 -0.25447 -1.787 -0.728 -0.449 0.460
C -0.00492 0.15465 0.25909 2.051 0.948 2.696 -0.296
C 1.29291 -0.33641 -0.23859 0.043 -0.650 -0.909 -0.534
C 1.73185 -1.69260 0.23812 -0.306 -0.387 -0.015 -1.279
C -0.34459 1.50402 -0.16858 -2.304 1.076 -1.439 -0.549
C -1.67460 2.03710 0.37500 -1.331 0.405 -0.792 -0.008
O -2.61492 2.46853 -0.29657 2.308 -0.941 1.291 -0.487
H 0.01245 0.06910 1.35116 -0.821 -0.450 0.065 0.373
H 1.24147 -0.30928 -1.31472 0.339 0.014 -0.649 0.350
H 2.05235 0.35482 0.07859 0.412 0.869 0.052 0.372
H 2.67893 -2.01478 -0.18188 0.156 0.170 -0.173 0.377
H 1.84656 -1.68837 1.31579 -0.123 -0.179 0.282 0.326
H 0.98024 -2.40574 -0.06853 -0.160 -0.459 0.207 0.296
H 0.44803 2.22345 0.03864 0.172 0.108 0.068 0.458
H -0.56684 1.48238 -1.22967 0.562 0.271 -0.601 0.264
H -1.75656 1.95600 1.46806 -0.249 0.160 0.271 0.330
O -1.63958 -1.51563 -0.56807 0.547 -1.509 -0.308 -0.719
H -2.57743 -1.59777 -0.80337 0.492 1.284 0.403 0.267
```
Positions in Å, forces in eV/Å.

<S²> ... 0.754
Energy relative to the best compared isomer or geometry (same formula, charge and spin) ... 1.328 eV
Multiplicity ... 2
Frontier orbital gap (alpha / beta) ... 10.2486 / 8.9203 eV